Record 1
This record from the OMol25 dataset describes a molecular structure, C25H19BrF5N3O2PtS at a distorted geometry. The level of theory is ωB97M-V with the def2-TZVPD basis set.

ORCA input file:
```
! RIJCOSX wB97M-V def2-TZVPD def2/J DEFGRID3
* xyz 0 1
Pt -0.925 0.082 0.941
Br -6.202 4.064 0.460
C -4.758 4.820 1.416
C -4.305 6.084 1.092
C -3.228 6.619 1.790
C -2.579 5.879 2.764
C -3.083 4.626 3.113
C -4.174 4.096 2.445
N -1.475 6.534 3.445
N -0.547 5.862 3.941
C -0.337 4.505 3.528
C 0.147 3.643 4.478
C 0.240 2.254 4.271
C -0.137 1.713 3.064
O -0.151 0.436 2.770
C -0.496 2.618 2.043
N -0.728 2.035 0.828
C -0.964 2.766 -0.239
C -0.923 4.168 -0.164
C -0.716 4.776 1.041
C -0.547 4.001 2.216
H -4.787 6.648 0.304
H -2.863 7.615 1.565
H -2.635 4.069 3.926
H -4.564 3.123 2.718
H 0.395 4.067 5.445
H 0.568 1.587 5.058
H -1.146 2.239 -1.164
H -1.049 4.748 -1.068
H -0.646 5.854 1.096
C 3.394 1.628 0.658
C 2.832 0.277 1.028
O 1.929 -0.136 0.014
C 1.892 -1.530 -0.220
C 1.111 -2.273 0.839
H 4.054 1.988 1.451
H 2.589 2.355 0.520
H 3.962 1.565 -0.272
H 2.312 0.327 1.991
H 3.641 -0.458 1.122
H 2.910 -1.932 -0.269
H 1.426 -1.657 -1.197
H 1.617 -2.260 1.806
H 0.941 -3.309 0.536
H 0.123 -1.824 0.991
F -7.653 1.638 -0.154
C -6.430 1.128 -0.249
C -5.942 0.712 -1.469
F -6.704 0.818 -2.560
C -4.665 0.195 -1.555
F -4.236 -0.170 -2.765
C -3.829 0.061 -0.449
S -2.216 -0.637 -0.731
C -4.365 0.470 0.768
F -3.680 0.367 1.909
C -5.635 1.006 0.871
F -6.098 1.407 2.057
*
```

HOMO-LUMO gap ... 6.750 eV
Relative energy (zero: lowest compared OMol25 entry of this formula, charge and spin) ... 1.1660 eV

---

Record 2
This record from the OMol25 dataset describes a molecular structure, C25H19BrF5NO2PV. The level of theory is ωB97M-V with the def2-TZVPD basis set.

ORCA input file:
```
! RIJCOSX wB97M-V def2-TZVPD def2/J DEFGRID3
* xyz 2 1
V -1.463 0.045 1.599
O -5.639 -3.036 -0.040
C -4.503 -2.642 0.497
C -3.641 -3.520 1.209
C -2.479 -3.064 1.764
N -2.189 -1.754 1.594
C -2.978 -0.952 0.939
Br -2.584 1.854 2.261
C -4.163 -1.289 0.346
H -5.838 -3.970 0.113
H -3.908 -4.563 1.321
H -1.791 -3.684 2.319
H -4.810 -0.598 -0.174
O -0.098 0.381 0.555
P 0.938 0.757 -0.609
C 1.709 -0.766 -1.094
C 1.681 -1.896 -0.279
C 2.341 -3.043 -0.693
C 3.023 -3.055 -1.902
C 3.052 -1.925 -2.710
C 2.392 -0.775 -2.312
C 2.088 1.908 0.088
C 1.671 3.215 0.364
C 2.548 4.088 0.980
C 3.830 3.662 1.316
C 4.241 2.365 1.044
C 3.370 1.477 0.431
C 0.002 1.482 -1.932
C -1.238 0.929 -2.267
C -1.939 1.433 -3.345
C -1.403 2.474 -4.097
C -0.166 3.011 -3.775
C 0.545 2.518 -2.690
H 1.172 -1.876 0.676
H 2.331 -3.925 -0.067
H 3.538 -3.952 -2.218
H 3.584 -1.941 -3.651
H 2.404 0.103 -2.947
H 0.675 3.547 0.095
H 2.239 5.102 1.194
H 4.514 4.351 1.793
H 5.240 2.044 1.306
H 3.688 0.466 0.212
H -1.641 0.098 -1.698
H -2.900 1.013 -3.611
H -1.953 2.864 -4.942
H 0.248 3.816 -4.366
H 1.508 2.942 -2.436
F 0.246 -1.436 3.088
C -0.655 -0.490 3.442
F 0.018 0.614 3.795
C -1.517 -0.989 4.627
F -2.673 -0.323 4.652
F -1.782 -2.287 4.469
F -0.881 -0.811 5.766
*
```

HOMO-LUMO gap (alpha / beta) ... 6.744 / 6.745 eV

---

Record 3
This record from the OMol25 dataset describes a molecular structure, C25H19Co2N2O6 at a distorted geometry. The level of theory is ωB97M-V with the def2-TZVPD basis set.

ORCA input file:
```
! RIJCOSX wB97M-V def2-TZVPD def2/J DEFGRID3
* xyz -1 1
C 2.978 -0.168 0.986
C 2.281 -1.368 0.781
C 0.887 -1.405 0.892
C 0.202 -0.225 1.224
C -1.282 -0.198 1.317
N -1.869 0.706 2.057
C -3.229 1.060 1.663
C -4.102 -0.139 1.339
C -3.409 -1.170 0.450
N -1.959 -1.118 0.587
C 0.897 0.973 1.431
C 2.286 1.003 1.327
H 4.065 -0.146 0.887
H 2.820 -2.286 0.541
H 0.343 -2.342 0.756
H -3.643 1.656 2.481
H -3.173 1.689 0.755
H -4.402 -0.620 2.275
H -5.002 0.205 0.820
H -3.745 -2.180 0.710
H -3.666 -0.982 -0.602
H -1.412 -1.780 0.050
H 0.330 1.872 1.684
H 2.823 1.934 1.512
O -0.339 6.961 5.233
C -0.387 5.806 5.244
Co -0.190 4.024 4.978
C 0.764 4.160 3.496
O 1.439 4.233 2.556
C 1.192 3.769 6.078
O 2.185 3.672 6.665
C -1.778 3.198 5.151
C -0.797 2.331 4.755
C -0.367 1.083 4.449
C 0.649 0.436 5.266
C 1.525 -0.555 4.751
C 2.600 -1.011 5.503
C 2.792 -0.554 6.817
C 1.903 0.376 7.364
C 0.833 0.840 6.609
Co -1.755 4.024 6.984
C -2.228 5.697 7.173
O -2.584 6.776 7.387
C -0.478 3.999 8.184
O 0.270 4.006 9.067
C -2.989 3.242 7.927
O -3.793 2.742 8.592
H -2.764 3.283 4.675
H -0.706 0.593 3.534
H 1.348 -0.917 3.736
H 3.296 -1.730 5.066
H 3.629 -0.922 7.410
H 2.041 0.749 8.381
H 0.095 1.516 7.056
*
```

HOMO-LUMO gap ... 5.216 eV
Relative energy (zero: lowest compared OMol25 entry of this formula, charge and spin) ... 1.8090 eV

---

Record 4
This record from the OMol25 dataset describes a molecular structure, C25H19N6O2RuS4 at a distorted geometry. The level of theory is ωB97M-V with the def2-TZVPD basis set.

ORCA input file:
```
! RIJCOSX wB97M-V def2-TZVPD def2/J DEFGRID3
* xyz 0 2
Ru -0.177 -0.068 0.397
S -0.915 -0.855 -1.565
C -1.198 0.590 -2.511
C -1.902 0.437 -3.743
N -2.452 0.301 -4.744
C -0.764 1.789 -2.069
S 0.160 1.899 -0.582
C -1.045 3.024 -2.724
N -1.277 4.057 -3.176
O 1.418 -0.623 4.602
S 0.463 -0.782 3.539
O -0.648 0.160 3.521
N 1.112 -0.730 2.076
C 2.310 -1.394 1.816
C 3.119 -2.053 2.710
C 4.328 -2.636 2.272
C 4.745 -2.541 0.977
C 3.940 -1.856 0.035
C 4.297 -1.670 -1.318
C 3.460 -0.975 -2.142
C 2.241 -0.492 -1.635
N 1.866 -0.666 -0.389
C 2.715 -1.313 0.456
C -0.234 -2.401 3.713
C -1.131 -2.866 2.761
C -1.682 -4.127 2.903
C -1.333 -4.916 3.994
C -0.438 -4.444 4.941
C 0.118 -3.179 4.804
H 2.850 -2.105 3.755
H 4.942 -3.154 2.998
H 5.685 -2.971 0.657
H 5.236 -2.070 -1.681
H 3.703 -0.798 -3.180
H 1.559 0.043 -2.281
H -1.414 -2.249 1.915
H -2.383 -4.494 2.166
H -1.764 -5.903 4.103
H -0.169 -5.059 5.790
H 0.818 -2.790 5.531
C -0.280 3.936 3.717
C -1.269 3.717 2.623
C -1.919 4.704 1.928
C -2.831 4.326 0.932
N -3.033 3.050 0.607
C -2.321 2.125 1.225
S -2.361 0.477 0.687
N -1.523 2.444 2.270
C -3.587 5.335 0.137
H -0.344 4.952 4.096
H 0.727 3.770 3.328
H -0.440 3.233 4.534
H -1.741 5.743 2.158
H -1.069 1.656 2.751
H -3.527 6.330 0.573
H -4.627 5.024 0.048
H -3.168 5.359 -0.872
*
```

HOMO-LUMO gap (alpha / beta) ... 6.803 / 6.343 eV
Relative energy (zero: lowest compared OMol25 entry of this formula, charge and spin) ... 0.9216 eV